83
Properties=species:S:1:pos:R:3:nbo_charge:R:1 method="wB97M-V/def2-TZVPD" spin_multiplicity=3 e_homo_ev="-4.9 / -4.9" gap_ha="0.2387 / 0.1395" total_charge=-1 total_energy_ha=-3258.51610 fmax_ev_per_a=1.30
C -2.275 -2.246 -0.593 0.686
O -8.069 -1.312 -0.487 -0.750
C -1.628 4.250 -0.110 -0.224
C 3.619 3.766 -1.676 -0.220
C 1.536 -4.092 -2.096 -0.194
H 4.431 3.894 -2.382 0.212
O -7.567 -3.361 -1.363 -0.744
C -1.639 -1.605 4.788 -0.152
H 2.166 3.383 -3.202 0.212
H 1.098 -5.742 -0.790 0.214
C 1.825 -2.744 -2.179 -0.137
C -3.547 -1.717 -1.221 0.058
H -2.584 5.511 1.331 0.207
H 1.145 -0.456 -3.264 0.235
H 1.250 -4.380 1.257 0.215
C -1.581 -1.515 7.257 0.768
O -0.824 -1.242 8.346 -0.668
C 5.563 -0.275 -3.791 -0.215
H 0.378 0.401 6.657 0.200
O -2.606 -2.113 7.391 -0.545
C -0.109 0.849 -2.072 -0.660
C -0.234 -0.235 3.392 -0.126
C 6.580 -0.723 -2.964 -0.224
C 2.783 3.788 0.569 -0.200
C -2.539 4.518 0.899 -0.207
S 0.295 0.337 1.846 0.090
C -1.531 2.968 -0.665 -0.356
C -1.227 -1.219 3.528 -0.216
H -0.977 5.041 -0.471 0.212
C -7.349 -2.176 -1.034 0.737
H -6.645 -0.230 -2.819 0.222
C 1.912 -1.952 -1.034 -0.358
C 0.338 0.333 4.541 -0.212
C 4.278 -0.090 -3.290 -0.168
N -3.386 -0.772 -2.154 -0.469
C -3.347 2.261 0.766 -0.220
C 3.995 -0.356 -1.954 -0.333
H 1.095 1.098 4.422 0.222
C 1.703 -2.563 0.214 -0.242
H 1.994 -2.302 -3.153 0.199
C -5.773 -0.678 -2.359 -0.242
C -1.065 -1.049 5.929 -0.155
H 5.766 -0.071 -4.836 0.207
C 3.844 3.917 -0.315 -0.214
H 7.578 -0.871 -3.358 0.209
H -0.897 0.466 -2.715 0.274
C -2.426 1.994 -0.241 -0.154
H 3.497 0.262 -3.954 0.203
H -4.341 0.514 -3.444 0.177
C -4.494 -0.267 -2.701 0.017
H 1.850 -2.012 1.131 0.222
O -2.270 -2.498 0.652 -0.709
C 2.345 3.457 -2.135 -0.241
O -1.253 -2.388 -1.349 -0.693
C 1.422 -3.925 0.289 -0.202
H -2.414 -2.351 4.914 0.250
C 1.273 0.369 -2.568 -0.727
C 6.312 -0.982 -1.624 -0.210
H -2.474 1.040 -0.751 0.234
H 7.104 -1.325 -0.968 0.210
C 1.281 3.249 -1.248 -0.231
C -0.072 -0.076 5.794 -0.217
H 4.839 4.143 0.051 0.210
H 1.801 1.161 -3.091 0.230
H -0.296 0.376 -1.074 0.144
C -5.931 -1.674 -1.401 -0.022
H -4.108 3.724 2.139 0.213
P -0.319 2.712 -2.013 0.814
H -1.662 -1.660 2.637 0.271
C 5.033 -0.792 -1.125 -0.196
C 1.514 3.462 0.109 -0.239
H -4.035 1.483 1.072 0.232
H 4.825 -0.983 -0.077 0.214
H 0.003 -0.823 8.089 0.479
Pd -0.556 -0.994 0.181 0.712
C -4.784 -2.196 -0.816 -0.219
H 1.467 -4.684 -3.001 0.211
C -3.393 3.516 1.352 -0.215
H -4.845 -2.968 -0.060 0.233
C 1.332 -4.686 -0.858 -0.191
H 2.944 3.928 1.633 0.208
P 2.351 -0.156 -1.151 0.830
H 0.706 3.356 0.819 0.227



91
Properties=species:S:1:pos:R:3:mulliken_spin:R:1 method="wB97M-V/def2-TZVPD" e_above_lowest_kcal_mol=31.7 spin_multiplicity=2 e_homo_ev="-7.6 / -7.7" gap_ha="0.2499 / 0.2582" total_charge=0 total_energy_ha=-9368.12061 fmax_ev_per_a=4.90
C -3.743 1.141 -3.040 0.000
C -3.237 0.911 3.934 0.000
H -4.358 1.894 -3.535 0.000
H 3.902 1.171 0.745 0.000
S -1.782 -0.121 0.304 0.005
H -1.796 -2.690 -1.996 -0.001
C 0.724 -3.286 4.975 0.000
C 1.056 -4.096 -2.001 0.000
C 1.331 -2.039 4.732 -0.001
Br -1.657 6.824 -0.418 0.003
H 3.599 -5.959 -0.753 0.000
F -5.385 0.636 4.907 0.000
H -0.065 5.406 1.706 0.000
H -1.229 -3.355 2.225 0.000
O 1.998 -1.886 0.615 -0.030
O 0.422 -1.906 -1.016 0.008
H -3.307 -2.065 -4.586 0.000
H 0.985 -3.833 5.868 0.000
H 2.785 5.343 -1.654 0.000
H -1.139 1.990 -1.608 0.040
C 2.573 2.097 -0.659 -0.062
As -1.264 -0.366 -2.819 0.003
C 1.963 -5.137 -1.852 0.001
H 1.492 3.285 -2.078 0.000
H -3.403 1.554 -2.088 0.001
C -4.186 -0.195 1.580 0.005
O 1.295 0.423 2.050 -0.077
H 1.171 0.959 -1.790 -0.003
F -4.671 -0.685 0.431 0.001
H 2.507 0.044 -1.052 0.001
C -0.329 4.681 0.952 -0.011
C -2.558 0.716 -3.907 0.000
H 0.788 -1.503 -3.761 0.000
H -3.233 -1.697 -2.042 0.002
C 1.575 -0.118 3.187 -0.028
C -2.362 -2.005 -2.629 0.000
H -3.536 -3.522 -3.625 0.000
C 2.918 -5.127 -0.844 0.000
H 3.431 0.314 6.011 0.000
C 2.394 0.472 4.135 0.004
N 5.405 6.547 0.253 -0.001
F -1.110 1.170 2.935 0.002
H -4.375 0.284 -2.818 0.000
C 0.047 3.361 1.097 0.079
C -1.053 5.044 -0.179 0.023
C -0.190 -3.774 4.080 0.001
H 5.210 3.230 1.166 0.000
H 0.301 -4.100 -2.772 0.000
C -2.822 -2.738 -3.880 0.000
C 2.246 -1.409 5.608 0.001
H -2.920 0.164 -4.778 0.000
H 1.927 -5.967 -2.544 0.000
C 1.810 0.870 -0.903 0.027
H 3.775 -4.050 0.828 0.000
C 1.155 -3.051 -1.106 0.002
C -4.566 0.500 3.857 0.006
C -1.349 4.067 -1.122 -0.015
H -0.671 -4.724 4.244 0.000
C 0.125 -0.765 -4.222 0.001
V 0.409 0.627 0.725 1.068
H -2.029 1.604 -4.276 0.000
C -0.245 -1.207 -5.632 0.000
C 3.025 -4.074 0.054 0.001
C 2.126 -3.039 -0.097 -0.004
F -6.317 -0.417 2.567 0.000
C 4.383 3.234 0.472 0.003
C 2.283 3.286 -1.339 0.003
C -0.920 2.777 -0.888 0.038
H -1.908 4.303 -2.013 0.000
C 3.649 2.093 0.237 -0.007
C 4.800 5.594 0.048 0.001
H -0.644 -2.217 -5.635 0.000
F -2.764 1.473 5.054 0.000
N -0.242 2.410 0.202 0.016
N 0.058 -1.858 2.677 -0.003
H -1.982 -3.216 -4.379 0.000
B 0.935 -1.190 0.052 -0.081
C 2.750 -0.165 5.323 -0.001
H 0.642 -1.201 -6.266 0.000
I 3.061 2.432 3.773 0.000
H -0.977 -0.537 -6.081 0.000
C 0.975 -1.376 3.529 0.013
C -2.401 0.741 2.844 0.030
C 3.008 4.434 -1.113 0.003
C -5.037 -0.047 2.661 -0.001
C -0.501 -3.007 2.946 0.000
C -2.826 0.165 1.642 -0.054
C 4.061 4.419 -0.196 -0.004
H 0.599 3.056 1.977 -0.006
H 0.703 0.167 -4.291 0.000
Cl 2.710 -2.188 7.075 0.000



91
Properties=species:S:1:pos:R:3:mulliken_spin:R:1 method="wB97M-V/def2-TZVPD" e_above_lowest_kcal_mol=53.6 spin_multiplicity=3 e_homo_ev="-2.3 / -2.3" gap_ha="0.2272 / 0.2281" total_charge=-2 total_energy_ha=-7593.19046 fmax_ev_per_a=2.36
F -3.559 -3.097 -0.890 0.000
C 4.696 -1.548 -4.405 -0.001
H 2.700 -0.100 -6.610 0.000
C -4.714 1.667 0.304 -0.001
F -4.488 -4.201 1.127 0.000
H -3.712 3.731 -0.505 0.000
H 0.088 1.873 1.992 -0.010
C 0.376 0.571 -4.458 0.005
H -4.683 0.340 -5.192 0.000
H 2.802 -1.680 2.502 0.000
C -0.106 5.057 -0.614 -0.004
C 3.551 -1.720 -3.616 0.007
C 1.457 -2.869 -3.158 0.008
N 1.543 -3.375 2.815 0.002
N 3.110 -4.396 -5.792 -0.002
C 2.878 -3.631 -4.965 0.000
F -4.782 -1.750 0.809 0.000
H -6.769 1.984 0.792 0.000
V -0.128 -0.256 0.040 2.057
H 3.555 -3.287 2.320 0.000
H 2.434 -2.685 1.084 0.004
C 0.025 -1.373 2.932 -0.016
C 1.794 -3.554 4.224 -0.001
C -1.935 -0.372 -7.120 0.000
C 2.641 -2.713 2.153 0.000
H 0.729 -3.629 -3.402 0.000
C -0.346 3.700 -0.432 -0.003
H -3.303 6.138 -0.736 0.000
F -3.230 -2.621 2.571 0.000
H 2.683 -4.183 4.338 0.000
S 2.093 -0.252 -0.200 -0.058
H -2.635 0.439 -6.935 0.000
C 0.245 -2.799 2.469 0.019
H -4.826 -1.235 -3.299 0.000
C -5.568 1.720 2.547 0.000
C -3.234 1.323 2.154 0.002
C -4.297 1.464 3.030 0.000
C -1.168 5.934 -0.736 0.000
C 2.611 -2.736 -3.919 -0.003
H -3.301 2.384 -4.982 0.000
C -0.085 1.198 3.990 -0.018
C -2.697 4.097 -0.526 -0.001
C -3.583 -0.059 -2.024 -0.003
H 1.972 -2.613 4.772 0.001
N -0.759 0.326 -5.135 0.001
C 3.345 -0.919 -2.496 0.005
H -1.740 -0.454 -8.189 0.000
C -3.382 1.696 -4.152 0.002
C -1.645 3.189 -0.415 -0.034
H 0.949 -4.073 4.676 0.000
F -2.345 -1.390 0.634 -0.002
H -0.091 2.209 4.383 -0.002
F -2.035 -3.944 0.849 0.001
C -2.703 1.965 -2.980 0.001
C 0.066 -0.283 2.052 -0.027
C 1.232 -2.040 -2.065 0.009
C -4.151 0.549 -4.272 0.000
C -3.424 1.444 0.782 -0.028
H -0.382 0.253 5.895 0.003
H -0.980 6.988 -0.886 0.000
C 2.222 -1.096 -1.705 0.055
S 0.296 1.166 -2.883 -0.011
H -0.521 -3.455 2.900 0.005
H -3.691 -0.737 -1.186 -0.003
C -5.774 1.809 1.181 0.000
C -2.812 1.093 -1.903 0.014
C -2.467 5.454 -0.668 0.000
H 0.179 -2.848 1.378 -0.023
As -3.369 -2.835 0.833 0.000
H 4.054 -0.151 -2.225 0.000
S -0.190 -2.198 -1.106 -0.041
C 0.580 -0.322 -6.984 0.001
C -0.236 0.110 4.831 0.033
H 0.914 5.406 -0.664 0.000
C 0.028 0.991 2.624 0.037
C -0.190 -1.163 4.293 -0.021
H -2.063 2.833 -2.901 -0.001
H -2.392 -1.299 -6.775 0.000
C 1.693 -0.009 -6.214 0.000
H -0.331 -2.017 4.943 -0.001
P -1.946 1.365 -0.323 0.040
N 1.609 0.432 -4.982 0.000
C -0.657 -0.118 -6.372 -0.001
H -4.129 1.365 4.094 0.000
C -4.243 -0.331 -3.209 0.002
H 0.674 -0.689 -7.996 0.000
Cl 0.977 2.639 -0.223 0.002
N 5.656 -1.406 -5.026 0.005
H -6.400 1.836 3.230 0.000
H -2.249 1.102 2.540 -0.008
H -4.902 1.719 -0.758 0.000



91
Properties=species:S:1:pos:R:3:mulliken_spin:R:1 method="wB97M-V/def2-TZVPD" spin_multiplicity=5 e_homo_ev="-10.2 / -10.5" gap_ha="0.3022 / 0.2054" total_charge=+1 total_energy_ha=-3407.47477 fmax_ev_per_a=0.56
F -2.280 -1.151 1.168 0.032
C 5.070 0.035 2.037 0.000
C 1.605 4.253 -3.732 0.002
C 0.784 0.917 3.919 -0.013
F -6.490 -1.168 -2.246 -0.001
H 2.082 0.882 -6.288 0.000
H 1.783 -2.837 4.642 0.000
C 3.121 0.234 -1.080 0.018
H 3.726 3.721 -1.496 0.000
C -4.754 2.959 1.424 0.000
S 0.802 2.569 -0.322 0.265
H 3.394 5.351 -2.142 0.001
C 0.506 3.558 -4.082 0.003
H -3.991 2.943 -0.580 0.002
C -0.987 -3.725 -0.213 -0.003
H 2.023 -4.499 4.101 0.000
F -6.758 -2.151 0.267 0.004
C -2.528 2.262 0.826 0.063
H 3.178 -3.244 3.644 0.000
C -0.930 1.466 2.618 0.021
H 4.060 1.954 -5.259 0.000
C 2.815 0.408 -2.508 -0.005
H 1.436 1.366 5.881 0.000
C 4.351 0.367 -0.434 -0.004
C 2.971 4.498 -1.618 0.006
H 0.073 -2.842 -1.853 -0.028
N 0.093 2.885 -2.948 0.006
C -5.593 -1.664 -0.130 0.042
H 1.093 -0.880 -2.530 -0.027
N 0.503 -2.084 0.858 0.294
H 2.757 1.076 4.746 0.000
F -4.643 -2.123 1.972 -0.001
H -3.888 -5.457 -0.498 0.000
H -1.766 2.145 0.071 -0.065
C 1.756 0.758 5.038 0.000
H 5.121 -0.959 2.480 0.000
C -0.817 -3.378 -1.550 0.011
C 1.447 -0.034 -4.453 0.022
B 2.021 -0.685 2.282 0.074
C 1.719 -0.208 -3.105 0.062
H -5.724 3.346 1.141 0.000
C -1.754 -3.757 -2.500 0.000
H 4.781 0.735 2.821 0.001
H -1.609 -3.483 -3.537 -0.001
C 3.660 1.179 -3.306 -0.007
C -2.095 -4.487 0.155 0.000
H 2.619 4.805 -0.637 -0.002
H -0.691 2.258 -2.870 -0.001
C -0.022 -3.309 0.818 0.007
H 2.779 -0.844 3.185 0.000
H -3.589 -4.805 -2.867 0.000
C 0.919 3.144 -1.913 -0.008
N 1.852 3.989 -2.395 0.010
N 0.933 0.332 2.718 -0.036
C -2.864 -4.499 -2.124 -0.002
C -3.030 -4.869 -0.795 0.001
C -3.303 -1.148 0.306 0.052
H -0.799 2.221 4.704 0.001
H 6.063 0.304 1.685 0.000
H 5.308 0.586 -0.874 0.000
H -2.240 -4.752 1.195 0.000
C -4.230 -0.673 -1.826 0.020
N 2.194 -0.087 -0.175 0.287
C -3.223 2.209 3.117 -0.003
C 2.284 0.751 -5.233 0.002
Ir 0.029 -0.135 -0.111 2.314
N 1.313 -2.018 1.942 -0.093
C 1.315 -3.201 2.583 0.000
C -3.780 2.738 0.462 0.003
C -2.233 1.989 2.157 -0.006
H 0.242 -5.076 2.140 0.002
C 3.394 1.352 -4.655 0.001
H -0.011 3.482 -5.020 0.000
C -5.453 -1.165 -1.416 -0.014
H -5.222 2.853 3.516 0.000
H 1.819 -0.279 5.369 0.000
C 4.111 0.075 0.897 0.008
H 2.232 4.909 -4.306 0.001
S -1.603 -0.079 -1.634 0.435
C 0.462 -4.050 1.901 -0.010
H 4.529 1.653 -2.867 0.000
H 0.596 -0.535 -4.898 0.001
C -0.391 1.640 3.896 -0.004
H -3.029 1.974 4.155 0.000
C -4.514 -1.652 0.738 -0.011
C 2.122 -3.455 3.810 0.000
N -0.102 0.693 1.905 0.290
C -4.469 2.692 2.756 0.000
N 2.802 -0.202 1.031 -0.117
F -4.119 -0.207 -3.071 0.001
C -3.123 -0.658 -0.979 0.092



95
Properties=species:S:1:pos:R:3:lowdin_charge:R:1 method="wB97M-V/def2-TZVPD" e_above_lowest_kcal_mol=53.8 e_homo_ev=-6.6 gap_ha=0.1677 total_charge=0 total_energy_ha=-4643.29532 fmax_ev_per_a=0.63
N -8.065 0.513 0.643 -0.095
C 9.118 -1.105 -3.416 -0.410
C 5.683 -4.787 1.078 -0.081
H 4.750 -5.321 1.191 0.117
H -4.340 6.170 1.879 0.117
C -5.413 4.381 2.628 -0.274
O 2.621 2.767 -3.979 0.033
C 6.091 -0.589 2.131 -0.052
H 8.992 -5.303 0.591 0.104
C 8.037 -3.386 0.699 -0.579
C 2.306 2.053 -3.035 -0.631
O 1.801 2.413 -1.918 -0.204
N -4.491 3.480 1.991 -0.012
C -6.328 5.196 1.759 -0.104
H -8.666 2.482 0.318 0.132
O 2.378 -3.141 -0.442 -0.006
C 5.932 -1.076 -1.466 -0.124
Sn 0.851 0.978 -0.272 1.603
C 6.880 -5.462 0.934 -0.671
C -6.690 0.893 0.548 -0.161
C 3.731 -1.261 2.738 -0.068
H 7.880 -0.823 1.040 0.105
C -0.710 3.433 1.680 -0.648
H -2.842 4.457 2.815 0.145
O 6.389 -0.445 -0.264 -0.104
H 4.721 -2.909 1.099 0.103
C 7.301 -2.695 -2.950 -0.976
N -10.792 -0.159 0.459 0.058
H -10.856 -0.258 -0.557 0.182
C -4.933 2.410 1.254 -0.132
H -8.525 -1.009 -0.783 0.133
F -6.163 -0.794 -1.048 0.047
O 3.871 -2.019 -5.331 0.068
H -11.112 1.940 0.396 0.138
C 3.124 -0.046 -4.267 0.069
O -0.517 4.576 2.088 0.008
Cl 6.298 -4.078 -2.907 0.675
C -5.186 5.852 2.472 -0.081
H 1.529 -1.220 2.609 0.114
O 0.777 -1.566 -0.251 -0.180
C -3.138 3.706 2.095 0.030
C 2.755 -2.176 -3.210 0.045
C -4.015 1.713 0.452 -0.040
H -6.976 2.482 1.933 0.117
N 2.640 0.143 1.401 -0.017
H -6.235 5.064 0.689 0.111
C 2.196 -1.501 -2.142 -0.187
O 0.106 2.472 1.575 -0.207
H -3.731 0.119 -0.936 0.145
N 4.646 -0.495 2.046 -0.059
C 8.061 -4.771 0.729 -0.136
H 6.474 0.419 2.295 0.133
H 6.343 -1.212 2.987 0.136
H -9.115 1.381 -0.990 0.143
C -9.011 1.473 0.106 -0.142
H -7.696 -1.536 0.685 0.147
C -9.785 -1.156 0.952 -0.087
C 3.255 -1.433 -4.277 -0.293
H -10.117 -2.158 0.687 0.138
S 8.772 -2.729 -3.858 0.977
H 5.405 -0.266 -1.975 0.135
H -7.338 5.384 2.100 0.097
C 3.931 0.332 1.246 -0.127
N 2.103 -0.180 -2.136 0.050
H 4.045 -2.001 3.453 0.120
C -10.361 1.243 0.765 -0.091
H -5.394 6.485 3.322 0.107
C 6.850 -1.149 0.891 -0.266
H 10.025 -0.640 -3.764 0.066
C 2.500 -0.860 2.321 -0.119
Cl 9.555 -2.587 0.439 0.733
C 2.524 0.539 -3.169 -0.180
H -5.794 4.031 3.582 0.149
O -1.923 1.727 -0.589 -0.024
C -5.757 0.236 -0.259 -0.194
Cl 6.911 -7.191 0.968 0.677
H 2.795 -3.257 -3.206 0.123
C 8.151 -0.583 -2.627 -0.140
H 3.960 -2.964 -5.169 0.100
C -4.446 0.626 -0.300 0.089
C 7.089 -1.493 -2.342 -0.308
H -11.710 -0.349 0.858 0.183
H -9.715 -1.068 2.035 0.142
C -8.443 -0.844 0.303 -0.155
H 3.472 0.560 -5.091 0.130
H 5.225 -1.889 -1.291 0.110
H -10.264 1.341 1.844 0.142
H 8.163 0.421 -2.228 0.122
C -2.604 2.148 0.341 -0.317
C -6.263 1.976 1.296 0.054
C 1.733 -2.155 -0.829 -0.657
C 5.679 -3.404 1.032 -0.011
C 6.850 -2.666 0.863 -0.182
C -2.193 3.090 1.359 -0.017
H 4.378 1.055 0.586 0.144